Molecular formula: C4H10N3
Method: DFT, ωB97M-V with the def2-TZVPD basis set

Summary:
**Energy above the lowest of the compared OMol25 structures with the same formula, charge and spin**: 0.00 kcal/mol
**Orbital gap (spin up / spin down)**: 9.78 / 5.96 eV
**Total charge**: +2
**Spin multiplicity**: 2
**⟨S²⟩**: 0.753
**LUMO (spin up / spin down)**: -9.07 / -12.89 eV
**E_tot**: -321.91181 Ha

Element x y z (Å)
C: 2.044 0.195 -0.495
C: 2.652 -0.723 -1.273
C: 0.300 1.073 -1.690
N: 0.673 0.589 -0.552
H: 2.658 0.713 0.264
H: 2.152 -0.940 -2.198
H: 3.629 -1.215 -1.048
H: -0.735 1.372 -1.847
H: 1.008 1.142 -2.527
N: -2.189 0.675 1.998
C: -2.090 -0.566 1.507
N: -1.207 -0.977 0.691
H: -1.677 1.393 1.505
H: -2.847 0.906 2.724
H: -2.798 -1.288 1.929
H: -1.074 -2.028 0.821
H: -0.499 -0.321 0.193

Results of the Mulliken charge analysis, in e, for atoms 1 through 6: 0.0587, -0.3410, -0.1829, -0.2673, 0.3593, 0.3169